(1)
ORCA calculation (ωB97M-V with the def2-TZVPD basis set) on C37H32IrN9OS3Sb as an isolated structure at a distorted geometry.

Values from the calculation:
* lowest unoccupied orbital energy (alpha / beta): -4.142 / -4.174 eV
* E_tot: -3536.15280 Ha
* HOMO level (alpha / beta): -10.239 / -10.251 eV
* energy above the lowest of the compared OMol25 structures with the same formula, charge and spin: 193.76 kJ/mol
* charge: +1
* frontier orbital gap (alpha / beta): 0.2241 / 0.2233 Eh

Each line ends with the Mulliken charge.
Positions of all 84 atoms, in Å:
Ir (0.2163, -0.0655, -0.2538)  1.717
S (1.6799, -1.2789, 1.3779)  -0.409
C (2.5262, 0.2249, 1.4913)  0.788
S (2.2681, 1.2664, 0.1461)  -0.385
C (3.3002, 0.5783, 2.5668)  0.266
C (3.5372, -0.3200, 3.6392)  -0.092
N (3.7223, -1.0451, 4.5142)  -0.495
C (3.7921, 1.9078, 2.6802)  -0.155
N (4.1299, 3.0042, 2.7721)  -0.443
C (-5.0943, 4.3425, -4.5724)  -1.541
C (-4.4978, 3.0715, -5.1078)  0.515
C (-4.3232, 1.9508, -4.3071)  -0.511
C (-3.7856, 0.7756, -4.8124)  0.540
C (-3.4028, 0.7008, -6.1468)  -0.197
N (-2.9073, -0.4813, -6.7522)  0.018
C (-2.4627, -1.6494, -6.2028)  0.205
O (-2.5343, -2.7120, -6.7794)  -0.652
N (-1.9108, -1.6012, -4.9139)  -0.008
C (-1.0405, -0.6730, -4.3576)  0.440
C (-0.5718, 0.4771, -4.9987)  -0.290
C (0.3036, 1.3071, -4.3223)  -1.018
C (0.6937, 0.9971, -3.0336)  -0.131
N (0.2564, -0.1074, -2.4218)  -0.231
C (-0.5799, -0.9187, -3.0679)  -0.380
C (-3.5682, 1.8204, -6.9585)  -0.588
C (-4.1086, 2.9836, -6.4425)  -0.697
H (-5.5781, 4.1786, -3.6112)  0.356
H (-5.8297, 4.7429, -5.2694)  0.398
H (-4.3220, 5.1021, -4.4390)  0.315
H (-4.6359, 1.9803, -3.2700)  0.317
H (-3.6985, -0.0910, -4.1730)  0.254
H (-3.1513, -0.5922, -7.7250)  0.274
H (-1.8537, -2.5276, -4.5192)  0.245
H (-0.8544, 0.6973, -6.0160)  0.570
H (0.6907, 2.1963, -4.7975)  0.464
H (1.3743, 1.6280, -2.4811)  0.357
H (-0.8948, -1.8137, -2.5438)  0.335
H (-3.2860, 1.7714, -8.0037)  0.439
H (-4.2470, 3.8384, -7.0927)  0.411
N (0.0557, -5.1239, 0.3842)  -0.284
C (-1.2603, -5.0587, 0.1393)  0.644
N (-1.9498, -6.1941, -0.0016)  -0.372
N (-1.9215, -3.9303, 0.0152)  -0.648
C (-1.5046, -2.7270, 0.1040)  0.297
N (-1.2936, -1.5826, 0.1630)  -0.460
H (0.5344, -6.0032, 0.4711)  0.214
H (0.5920, -4.2804, 0.5001)  0.117
H (-1.5216, -7.0968, 0.0964)  0.186
H (-2.9405, -6.1379, -0.1600)  0.236
S (-1.2059, 1.9973, -0.0511)  -0.632
Sb (-2.6863, 1.2003, 1.5549)  1.274
C (-1.6783, 0.2158, 3.1475)  0.908
C (-0.6845, 0.9259, 3.8081)  -0.675
C (0.0237, 0.3088, 4.8271)  -0.760
C (-0.2491, -1.0096, 5.1633)  -0.537
C (-1.2440, -1.7101, 4.4948)  -0.688
C (-1.9725, -1.0957, 3.4879)  -0.344
C (-4.1439, -0.0272, 0.6206)  0.094
C (-5.1241, -0.6546, 1.3779)  -0.360
C (-6.0348, -1.4918, 0.7463)  -0.708
C (-5.9581, -1.6967, -0.6227)  -0.811
C (-4.9756, -1.0605, -1.3720)  -0.359
C (-4.0653, -0.2201, -0.7516)  -0.407
C (-3.6248, 2.9634, 2.2685)  0.771
C (-2.8298, 3.9910, 2.7615)  -0.639
C (-3.4255, 5.1685, 3.1852)  -0.716
C (-4.8041, 5.3147, 3.1087)  -0.480
C (-5.5913, 4.2870, 2.6094)  -0.655
C (-5.0038, 3.1037, 2.1864)  -0.278
H (-0.4543, 1.9486, 3.5316)  0.273
H (0.7922, 0.8558, 5.3556)  0.461
H (0.3356, -1.4942, 5.9329)  0.418
H (-1.4538, -2.7372, 4.7644)  0.431
H (-2.7470, -1.6419, 2.9633)  0.405
H (-5.1829, -0.4950, 2.4486)  0.559
H (-6.8038, -1.9841, 1.3268)  0.419
H (-6.6681, -2.3505, -1.1117)  0.447
H (-4.9225, -1.2226, -2.4411)  0.424
H (-3.2869, 0.2735, -1.3242)  0.310
H (-1.7521, 3.8861, 2.8012)  0.326
H (-2.8144, 5.9735, 3.5701)  0.407
H (-5.2661, 6.2358, 3.4372)  0.393
H (-6.6644, 4.4078, 2.5458)  0.404
H (-5.6155, 2.3017, 1.7899)  0.395



(2)
ORCA calculation (ωB97M-V with the def2-TZVPD basis set) on C41H57BBr2CsN7O4S6 as an isolated structure at a distorted geometry.

Values from the calculation:
* lowest unoccupied orbital energy: -0.440 eV
* E_tot: -9862.86406 Ha
* HOMO level: -6.872 eV
* energy above the lowest of the compared OMol25 structures with the same formula, charge and spin: 161.05 kJ/mol
* frontier orbital gap: 0.2364 Eh

Each line ends with the Mulliken charge.
Positions of all 119 atoms, in Å:
Cs (-0.3712, -1.5827, -4.6035)  1.185
C (-4.2262, 1.2441, 0.3899)  -2.071
C (-2.7531, 1.1844, 0.6194)  -0.169
C (-2.0555, 2.2543, 1.0563)  -0.653
C (-0.6495, 2.1604, 1.2929)  -0.041
N (-0.0355, 1.0383, 1.1320)  0.116
N (-0.7299, -0.0435, 0.6877)  0.452
B (0.1209, -1.2950, 0.7674)  -0.719
N (-0.5696, -2.4476, 1.5736)  0.352
N (-1.1841, -2.4656, 2.7381)  -0.607
C (-1.7387, -3.6102, 3.0586)  0.064
C (-1.6670, -4.7395, 2.1999)  -0.102
C (-1.0529, -4.6865, 0.9818)  0.096
C (-0.9930, -5.8011, -0.0073)  -1.579
C (-0.4969, -3.4265, 0.6912)  0.997
S (0.2883, -2.6841, -0.6610)  -0.457
C (-2.4800, -3.6908, 4.3793)  2.113
C (-3.9259, -4.1267, 4.1121)  -1.737
C (-2.4883, -2.3362, 5.0800)  -1.635
C (-1.7809, -4.7212, 5.2747)  -1.565
N (1.5434, -0.9753, 1.3437)  0.723
N (1.5671, -1.1813, 2.6409)  -0.642
C (2.7102, -0.8029, 3.2746)  -0.013
C (3.8281, -0.4131, 2.6101)  -0.483
C (3.8940, -0.4594, 1.1716)  0.376
C (5.0269, -0.3882, 0.4369)  -2.045
C (2.5667, -0.5701, 0.5977)  0.805
S (2.2501, -0.3297, -1.0949)  -0.268
C (2.6593, -0.8743, 4.7961)  2.644
C (1.2721, -1.2843, 5.2807)  -2.138
C (3.6813, -1.9029, 5.2927)  -1.955
C (2.9927, 0.5083, 5.3693)  -1.702
C (-2.0482, -0.0597, 0.3895)  1.191
S (-2.8310, -1.4323, -0.1577)  -0.272
C (0.1631, 3.3354, 1.8053)  2.762
C (-0.0669, 4.5418, 0.8889)  -1.839
C (1.6520, 3.0036, 1.8272)  -1.681
C (-0.3130, 3.6570, 3.2276)  -1.912
H (-4.6277, 2.1820, 0.7666)  0.394
H (-4.7216, 0.4031, 0.8762)  0.483
H (-4.4586, 1.1603, -0.6738)  0.360
H (-2.5693, 3.1868, 1.2495)  0.421
H (-2.1341, -5.6628, 2.5162)  0.428
H (-1.3853, -6.7239, 0.4129)  0.400
H (0.0304, -5.9696, -0.3374)  0.367
H (-1.5829, -5.5412, -0.8872)  0.130
H (-4.4223, -3.4310, 3.4361)  0.348
H (-4.4805, -4.1461, 5.0499)  0.466
H (-3.9850, -5.1238, 3.6769)  0.339
H (-2.9893, -1.5795, 4.4781)  0.323
H (-1.4796, -1.9821, 5.2802)  0.114
H (-3.0186, -2.4351, 6.0272)  0.487
H (-1.7030, -5.6969, 4.7957)  0.319
H (-2.3452, -4.8512, 6.1980)  0.460
H (-0.7757, -4.3907, 5.5347)  0.292
H (4.7204, -0.1502, 3.1599)  0.492
H (5.9820, -0.3223, 0.9317)  0.357
H (4.6091, 1.2524, -0.4288)  0.317
H (5.0134, -0.5572, -0.6311)  0.515
H (1.0030, -2.2808, 4.9295)  0.311
H (0.5031, -0.6012, 4.9230)  0.252
H (1.2653, -1.2830, 6.3714)  0.488
H (3.4900, -2.8810, 4.8507)  0.384
H (3.6186, -1.9994, 6.3780)  0.476
H (4.7004, -1.6140, 5.0390)  0.346
H (2.2761, 1.2534, 5.0229)  0.179
H (3.9873, 0.8403, 5.0761)  0.388
H (2.9565, 0.4804, 6.4600)  0.491
H (0.2363, 4.3104, -0.1319)  0.227
H (0.5332, 5.3838, 1.2332)  0.515
H (-1.1087, 4.8648, 0.8772)  0.351
H (2.0223, 2.7494, 0.8367)  0.232
H (1.8665, 2.1586, 2.4822)  -0.129
H (2.2006, 3.8724, 2.1913)  0.609
H (-1.3703, 3.9243, 3.2508)  0.348
H (0.2533, 4.4977, 3.6285)  0.466
H (-0.1644, 2.8001, 3.8840)  0.300
C (-2.8261, 3.7224, -2.8383)  -0.007
C (-1.4208, 3.9751, -3.3778)  -1.212
S (-0.4299, 2.4897, -3.6688)  0.145
C (0.1558, 2.7805, -5.3547)  -0.555
C (-0.9175, 2.8896, -6.4355)  -0.920
S (-2.0890, 1.5029, -6.4380)  -0.105
C (-3.6622, 2.3853, -6.5101)  -0.715
C (-3.9834, 3.3343, -5.3603)  -0.888
S (-3.8819, 2.5570, -3.7312)  -0.017
H (-3.3453, 4.6807, -2.7466)  0.531
H (-2.7660, 3.2949, -1.8399)  -0.337
H (-0.8970, 4.6175, -2.6669)  0.544
H (-1.4767, 4.5285, -4.3150)  0.471
H (0.7877, 1.9124, -5.5686)  -0.102
H (0.7909, 3.6685, -5.3790)  0.502
H (-0.4244, 2.9407, -7.4072)  0.540
H (-1.4977, 3.8048, -6.3216)  0.445
H (-4.4168, 1.5982, -6.5600)  0.366
H (-3.7221, 2.9387, -7.4508)  0.398
H (-4.9957, 3.7183, -5.5034)  0.514
H (-3.3178, 4.1946, -5.3769)  0.329
Br (-3.7731, -1.4416, -4.7051)  -0.120
C (-3.9298, -3.3568, -4.6509)  -0.520
Br (-2.5564, -4.2076, -3.5873)  -0.143
H (-3.8415, -3.7352, -5.6635)  0.352
H (-4.8875, -3.6022, -4.2062)  0.330
O (2.0797, -2.0292, -5.3257)  -0.829
C (2.1056, -0.7924, -5.5004)  -0.356
O (1.1829, -0.1266, -6.0376)  -0.800
C (3.2297, -0.0372, -4.8278)  0.882
C (4.5754, -0.2055, -5.1290)  -0.710
C (5.5220, 0.4439, -4.3516)  -0.619
C (5.1607, 1.1883, -3.2334)  -0.533
C (3.8141, 1.3129, -2.9222)  -0.895
C (2.8597, 0.7580, -3.7632)  0.531
N (3.3645, 2.0019, -1.7602)  0.136
O (4.3393, 2.1489, -0.7778)  -0.499
O (2.2237, 1.3940, -1.2188)  0.018
H (4.8737, -0.8431, -5.9468)  0.526
H (6.5721, 0.3395, -4.5908)  0.387
H (5.9060, 1.6468, -2.6015)  0.567
H (1.8111, 0.9141, -3.5474)  0.734